# C22H61N3O25S6

A cluster of 10 separate species, C22H61N3O25S6 in total at a distorted geometry (ωB97M-V/def2-TZVPD, the OMol25 dataset).

XYZ file:
```
117
Properties=species:S:1:pos:R:3
O 21.810 -12.483 -23.157
O 28.642 -21.302 -9.201
C 19.281 -12.891 -22.779
C 23.006 -15.700 -6.439
O 27.786 -18.518 -17.763
H 24.022 -14.352 -7.782
H 16.797 -20.999 -5.461
C 16.374 -20.596 -23.791
H 10.498 -26.667 -18.844
H 20.264 -19.832 -16.365
H 23.112 -13.742 -20.253
O 22.263 -12.463 -7.904
H 23.792 -15.323 -5.785
N 28.773 -18.240 -17.103
H 22.434 -14.369 -22.906
H 24.292 -20.247 -24.683
H 24.806 -24.648 -19.998
H 24.661 -22.914 -20.266
H 10.230 -25.159 -18.080
O 20.236 -12.031 -25.109
C 12.255 -12.416 -13.509
C 14.508 -16.216 -11.730
H 23.681 -13.505 -10.252
O 20.330 -13.360 -9.324
C 22.343 -13.253 -20.851
S 29.613 -22.405 -9.263
H 23.265 -24.052 -20.396
C 12.365 -24.256 -15.748
C 29.686 -23.318 -7.655
H 23.908 -15.994 -8.461
S 20.488 -13.051 -24.095
H 19.727 -12.595 -21.830
C 13.245 -13.441 -12.867
H 12.727 -11.839 -14.304
H 27.436 -17.623 -15.503
C 24.321 -23.889 -20.613
O 18.847 -21.691 -7.272
H 21.967 -19.763 -16.769
H 15.190 -15.823 -12.485
H 18.858 -13.873 -22.569
O 15.758 -19.801 -21.771
H 25.687 -23.941 -22.321
S 21.702 -13.419 -8.920
O 12.605 -14.212 -11.783
N 18.406 -22.251 -6.188
H 23.525 -13.135 -22.758
S 12.706 -15.817 -12.043
O 17.899 -19.640 -22.280
O 21.650 -19.814 -14.766
O 23.227 -22.597 -25.198
C 16.954 -21.986 -5.895
C 13.298 -23.885 -16.946
H 20.884 -19.865 -14.189
H 29.994 -24.328 -7.926
S 24.449 -22.609 -24.366
O 24.022 -23.008 -22.765
H 11.713 -11.763 -12.825
S 12.409 -25.244 -18.922
H 12.091 -25.299 -15.590
C 21.223 -19.422 -16.050
H 12.673 -24.011 -14.731
H 28.664 -23.246 -7.283
H 30.441 -22.916 -6.979
C 25.027 -20.861 -24.162
H 15.630 -21.389 -23.717
H 11.385 -12.925 -13.924
C 26.868 -24.749 -11.096
H 27.367 -22.643 -10.982
H 26.800 -23.400 -9.542
H 17.312 -20.823 -24.298
H 18.540 -12.182 -23.150
H 26.051 -20.793 -24.529
O 13.566 -26.173 -18.767
N 16.699 -19.871 -22.521
H 26.489 -25.594 -10.522
O 25.710 -23.305 -24.700
H 14.502 -17.306 -11.714
C 27.472 -23.549 -10.387
H 14.213 -24.476 -16.958
O 19.103 -22.723 -5.360
O 12.287 -16.178 -13.441
H 13.702 -13.906 -13.741
O 30.989 -22.359 -9.796
H 22.147 -13.892 -11.263
H 26.051 -24.218 -11.586
H 25.181 -20.594 -23.117
H 15.842 -19.886 -24.425
H 14.140 -13.002 -12.427
H 22.929 -16.786 -6.392
C 22.666 -13.248 -10.554
O 22.158 -14.987 -8.623
C 24.620 -24.066 -22.136
H 11.457 -23.654 -15.742
O 12.035 -16.498 -10.930
H 16.362 -22.089 -6.804
O 12.398 -23.895 -18.032
H 22.058 -15.270 -6.114
H 13.686 -22.883 -16.763
H 14.791 -15.793 -10.766
H 22.659 -12.197 -10.842
O 11.986 -24.841 -20.266
C 10.983 -25.938 -18.194
H 11.264 -26.391 -17.243
H 29.267 -17.574 -15.190
O 20.646 -14.418 -24.510
H 22.123 -12.232 -20.538
O 29.918 -18.523 -17.518
C 22.524 -13.399 -22.417
H 21.080 -18.341 -16.046
H 24.279 -24.998 -22.588
H 16.678 -22.788 -5.210
C 28.437 -17.404 -15.876
C 23.387 -15.233 -7.880
H 28.650 -16.377 -16.171
H 27.525 -25.101 -11.892
O 28.852 -23.679 -10.193
H 21.484 -13.813 -20.480
```

Values from the calculation:
SMILES: CCOS(C)(=O)=O.CCOS(C)(=O)=O.CCOS(C)(=O)=O.CCOS(C)(=O)=O.CCOS(C)(=O)=O.CCOS(C)(=O)=O.C[N+](=O)[O-].C[N+](=O)[O-].C[N+](=O)[O-].CO
Relative energy (zero: lowest compared OMol25 entry of this formula, charge and spin) (kcal per mole): 55.1
Frontier orbital gap (eV): 10.3
LUMO energy (Eh): -0.0091
E (Eh): -5308.5838
Multiplicity: 1

***

# C6H15N2P

An isolated molecule of C6H15N2P at a distorted geometry (ωB97M-V/def2-TZVPD, the OMol25 dataset).

XYZ file:
```
24
Properties=species:S:1:pos:R:3
P -2.143 -1.076 0.738
N 2.168 -0.868 -0.515
N -1.676 0.299 -0.112
H 0.436 1.734 -0.756
C 1.278 -0.063 -0.120
H 3.878 -0.912 0.653
C 3.031 -1.575 0.358
C 0.581 0.701 -1.189
H -1.307 -1.934 0.045
H 0.909 1.376 1.183
H -1.448 0.539 -2.270
H -0.083 -0.020 1.514
C 0.853 0.384 1.228
H -3.306 -1.468 -0.006
H 2.597 -2.056 1.202
H -3.550 1.469 0.081
H 1.632 0.191 1.860
H 3.664 -2.279 -0.304
H -1.006 -0.931 -1.454
C -0.904 0.184 -1.355
H -2.039 2.378 -0.270
C -2.422 1.503 0.288
H -2.294 1.659 1.288
H 1.150 0.765 -2.088
```

Values from the calculation:
SMILES: C/N=C(\C)CCN(C)P
Relative energy (zero: lowest compared OMol25 entry of this formula, charge and spin) (kcal per mole): 28.6
Frontier orbital gap (eV): 9.3
LUMO energy (Eh): 0.0338
E (Eh): -688.3702
Multiplicity: 1

***

# C32H27ClN4O5RhS3

A structure of composition C32H27ClN4O5RhS3 (ωB97M-V/def2-TZVPD, the OMol25 dataset).

XYZ file:
```
73
Properties=species:S:1:pos:R:3
H 4.883 -2.358 -0.722
C 1.973 -0.777 -1.305
O 0.563 1.803 -2.606
C 4.083 -1.633 -0.636
H -0.341 -4.303 5.685
H -2.798 -1.956 0.151
O 2.174 3.405 -3.346
C 1.410 -4.622 2.807
C -2.178 3.472 -0.293
C -0.181 -2.800 4.167
C -4.441 1.153 3.431
C -3.265 -0.937 3.300
Cl 1.228 3.103 -2.356
N -1.075 2.779 0.181
H -4.972 1.895 4.013
H 1.079 -0.808 -1.916
C -3.841 5.097 0.404
C -3.936 0.019 4.049
H 3.354 -0.312 -7.708
C 0.085 -1.098 2.341
H 2.611 -2.348 -6.448
C 0.074 -4.047 4.719
H 1.000 -0.532 2.164
H 4.724 1.357 -4.221
Rh 0.488 1.538 -0.281
S -1.775 4.261 2.147
C -2.763 3.357 -1.549
C 2.895 -2.710 -3.779
C -3.088 -0.762 1.930
C 0.357 -2.456 2.932
C -3.884 4.118 -1.811
S -0.644 -1.310 0.707
O -0.878 0.094 0.113
H 2.690 -3.597 -4.367
C 2.973 -1.726 -1.464
C -4.286 1.324 2.061
C -2.347 -1.787 1.130
C -4.419 4.977 -0.845
N 4.075 0.640 -6.034
H 5.044 -0.474 0.906
C 3.278 -1.520 -4.569
N 2.048 0.205 -0.403
N 3.865 -0.489 -3.953
O 1.921 2.858 -1.033
H 2.585 -3.795 -2.040
C 3.145 0.321 0.357
C 3.071 -1.512 -5.941
H -3.501 0.505 0.243
H -5.297 5.563 -1.081
C 3.487 -0.387 -6.635
O 0.260 4.119 -2.167
C 0.864 -4.961 4.037
H -0.590 -0.489 2.942
H 2.035 -5.328 2.278
C 4.236 0.529 -4.719
H -4.355 4.055 -2.783
C -2.709 4.334 0.670
H 1.604 -3.108 1.303
C 2.809 -2.818 -2.454
H 1.061 -5.934 4.467
H -2.893 -1.836 3.777
C 4.178 -0.588 0.270
H -0.788 -2.082 4.706
H -4.701 2.194 1.569
H 3.177 1.159 1.041
C -3.612 0.372 1.312
H -4.253 5.765 1.148
H -2.254 -2.748 1.639
C -0.760 3.098 1.401
S 0.687 2.277 1.891
H -2.330 2.700 -2.292
C 1.161 -3.373 2.257
H -4.077 -0.130 5.111
```

Values from the calculation:
Relative energy (zero: lowest compared OMol25 entry of this formula, charge and spin) (kcal per mole): 9.3
Frontier orbital gap (eV): 7.4
LUMO energy (Eh): -0.1373
E (Eh): -3595.7047
Multiplicity: 1
Net charge: +1

***

> What is the LUMO energy in the second record?

0.0338 Eh